Entry from OMol25: C17H22IrN8S2Se as an isolated structure at a distorted geometry (wB97M-V/def2-TZVPD).

- net charge = -1
- Kohn-Sham gap (alpha / beta) (eV) = 6.167 / 6.167
- E_LUMO (alpha / beta) (eV) = 2.03 / 2.03
- E_HOMO (alpha / beta) (eV) = -4.14 / -4.14

Element x y z (Å)
Ir  0.4170  -0.0319  -0.8042
C  -1.6555  -4.1465  -0.2183
N  -0.2413  -4.2283  0.0986
C  0.3192  -5.5617  -0.0689
C  0.5426  -3.1385  -0.2775
N  0.2012  -2.2414  -1.1338
N  1.7307  -3.0698  0.4059
C  2.7020  -2.0856  0.2055
N  3.6691  -2.0569  1.2049
N  2.6624  -1.3510  -0.8282
H  -2.1877  -4.8772  0.3906
H  -1.8683  -4.3624  -1.2745
H  -2.0340  -3.1558  0.0288
H  -0.1721  -6.2536  0.6156
H  1.3851  -5.5588  0.1439
H  0.1773  -5.9288  -1.0936
H  -0.6606  -2.4691  -1.6104
H  1.7277  -3.5558  1.2863
H  3.3421  -2.3378  2.1186
H  4.1123  -1.1483  1.2525
H  3.4438  -0.7034  -0.8526
S  2.4382  1.0413  0.5405
C  1.9064  2.6429  0.8863
C  2.5343  3.4754  1.8149
C  2.0522  4.7475  2.0704
C  2.7526  5.5916  3.0109
N  3.3272  6.2655  3.7444
C  0.9047  5.2041  1.4038
C  0.2887  4.3857  0.4691
C  0.7935  3.1200  0.1840
S  0.0484  2.1579  -1.0709
C  0.3502  6.5074  1.6788
N  -0.0998  7.5430  1.8987
H  3.4079  3.1182  2.3428
H  -0.5963  4.7362  -0.0462
C  -3.1779  1.0305  -0.6923
C  -2.4753  0.7864  -2.0206
C  -3.4828  0.2888  -3.0603
C  -1.3389  -0.2359  -1.9043
H  -3.9385  1.8107  -0.7885
H  -2.4697  1.3376  0.0753
H  -3.6677  0.1132  -0.3467
H  -2.0832  1.7392  -2.3784
H  -3.9469  -0.6478  -2.7324
H  -3.0015  0.1069  -4.0243
H  -4.2810  1.0214  -3.2156
H  -0.9614  -0.4417  -2.9209
H  -1.8153  -1.1517  -1.5268
Se  -0.6092  -0.6397  1.3986
C  -0.3231  0.8550  2.4587
N  -0.1486  1.7530  3.1616

These are the Mulliken partial charges, in e, on atoms 1 to 4:
1. Ir 1.005
2. C -1.069
3. N 0.082
4. C -1.116

=====

Entry from OMol25: C9H6AuCl2O3S as an isolated structure at a distorted geometry (wB97M-V/def2-TZVPD).

- net charge = -1
- Kohn-Sham gap (alpha / beta) (eV) = 5.407 / 5.407
- E_LUMO (alpha / beta) (eV) = 1.90 / 1.90
- E_HOMO (alpha / beta) (eV) = -3.51 / -3.51

Element x y z (Å)
Au  1.5989  0.8559  -1.0993
Cl  -4.5224  -0.5604  2.5237
C  -3.3162  -0.1589  1.3358
C  -3.6033  0.8616  0.4254
C  -2.6440  1.1944  -0.5007
Cl  -2.9688  2.4542  -1.6340
C  -1.3833  0.5484  -0.6089
O  -0.5401  0.9491  -1.4779
C  -1.1502  -0.5213  0.3312
C  0.0649  -1.2366  0.3161
O  0.9863  -1.1748  -0.5504
C  -2.1251  -0.8318  1.3063
H  -4.5446  1.3897  0.4492
H  0.2535  -1.8998  1.1763
H  -1.9027  -1.6111  2.0232
C  3.8970  -0.8730  -0.1484
C  3.5847  0.2419  -1.1131
O  4.3830  0.6672  -1.9030
H  4.9163  -1.2448  -0.2728
H  3.1774  -1.6666  -0.3427
H  3.7385  -0.5245  0.8699
S  2.1002  3.1414  -1.1059

These are the Mulliken partial charges, in e, on atoms 1 to 4:
1. Au 0.387
2. Cl -0.260
3. C 0.435
4. C -0.737

=====

Entry from OMol25: C23H40N3O10PSZr as an isolated structure at a distorted geometry (wB97M-V/def2-TZVPD).

- net charge = +2
- Kohn-Sham gap (eV) = 7.829
- E_LUMO (eV) = -5.92
- E_HOMO (eV) = -13.75

Element x y z (Å)
Zr  -0.0371  0.1602  0.0427
C  0.1129  -4.2791  2.2847
N  -1.2098  -3.6960  2.1980
C  -2.2439  -4.6116  2.5034
C  -1.4637  -2.3915  1.8152
O  -0.6390  -1.7227  1.0994
C  -2.6531  -1.5894  2.4453
O  -3.6237  -1.4522  1.3715
C  -3.9585  -0.0723  1.0132
C  -3.3563  0.1672  -0.4273
O  -2.0752  0.4364  -0.4501
N  -4.1127  0.1978  -1.4808
C  -3.5122  0.3833  -2.8208
C  -5.5204  -0.2778  -1.4452
H  0.0245  -5.1038  2.9701
H  0.9034  -3.5534  2.5420
H  0.3840  -4.8116  1.3492
H  -2.3205  -5.5765  1.8638
H  -3.2546  -4.1277  2.4063
H  -2.3145  -4.8038  3.5636
H  -2.1689  -0.7050  2.8018
H  -3.1352  -2.1672  3.2483
H  -3.4099  0.6810  1.6369
H  -5.0632  0.0548  1.0944
H  -3.6767  -0.5243  -3.3781
H  -2.4683  0.6203  -2.6596
H  -4.0617  1.1461  -3.2571
H  -6.0891  0.6611  -1.1732
H  -5.7256  -0.9884  -0.6016
H  -5.8473  -0.7592  -2.3874
C  5.5107  4.4729  3.0721
C  4.0480  4.2265  2.7273
C  3.1712  3.9808  3.8662
C  1.9480  3.4496  3.6443
C  1.4889  3.2995  2.3325
C  2.1650  3.7600  1.2380
C  3.4802  4.1702  1.4721
S  0.0009  2.3272  2.1275
O  -1.0532  2.8795  2.9146
O  -0.2277  2.3776  0.6410
N  0.1705  0.6682  2.2606
C  1.4193  0.0373  2.7200
C  2.5708  -0.0380  1.5790
O  3.6957  -0.4439  1.8340
O  1.9944  0.1611  0.4061
H  6.2984  3.9055  2.4323
H  5.6636  4.1491  4.1167
H  5.8527  5.5405  2.9931
H  3.5383  4.0033  4.8926
H  1.3566  3.1153  4.4757
H  1.7596  3.8604  0.2658
H  4.0856  4.3121  0.5732
H  1.0878  -0.9249  3.0592
H  1.8554  0.5015  3.5994
C  -1.3323  -0.7053  -6.0932
C  -0.5920  -1.4335  -4.9721
O  -0.4453  -0.6562  -3.7635
P  0.9630  -0.7976  -2.9335
O  0.4938  -1.4549  -1.4291
C  0.9041  -2.8740  -1.3778
C  2.3969  -3.1209  -1.1250
O  0.9756  0.7327  -2.1591
C  2.0840  1.7071  -2.2611
C  1.5584  2.9334  -2.8624
H  -1.3484  -1.3451  -6.9722
H  -0.7687  0.1975  -6.2030
H  -2.3665  -0.5081  -5.7687
H  0.4660  -1.7349  -5.3310
H  -1.1187  -2.3575  -4.6891
H  0.6787  -3.3797  -2.3578
H  0.2917  -3.2959  -0.6451
H  2.7227  -2.9244  -0.0958
H  3.1262  -2.6703  -1.8388
H  2.4908  -4.1734  -1.3530
H  2.9159  1.1973  -2.8389
H  2.3500  1.8677  -1.2561
H  1.5026  2.7831  -3.9808
H  2.1616  3.8052  -2.5997
H  0.5258  3.1220  -2.5053

These are the Mulliken partial charges, in e, on atoms 1 to 4:
1. Zr 2.546
2. C -0.922
3. N 0.229
4. C -1.112

=====

Entry from OMol25: a 2-piece molecular cluster, C9H14O overall at a distorted geometry (wB97M-V/def2-TZVPD).

- Kohn-Sham gap (eV) = 9.965
- E_LUMO (eV) = 0.89
- E_HOMO (eV) = -9.08
- SMILES string = Cc1ccccc1.CCO

Element x y z (Å)
C  -0.9069  -0.1054  -2.0751
C  1.5147  -0.9766  -2.0999
C  0.2611  -0.8368  -1.4273
C  2.5925  -1.3463  -1.3119
C  2.4228  -1.7728  0.0218
C  0.0050  -1.3521  -0.1787
C  1.1088  -1.9306  0.4721
H  1.6017  -0.8311  -3.1916
H  3.5665  -1.3546  -1.7231
H  -0.5004  0.8430  -2.4580
H  -1.6817  0.2486  -1.3618
H  3.2980  -1.9750  0.6311
H  -1.0313  -1.5440  0.1404
H  0.7869  -2.3175  1.4439
H  -1.3172  -0.5282  -2.9917
C  -1.8000  1.5550  2.2317
C  -0.4307  2.0314  1.8012
O  -2.7837  1.8452  1.2305
H  -1.7955  0.4361  2.1053
H  -2.1075  1.9378  3.2468
H  0.2808  1.7380  2.5651
H  -2.3638  1.5366  0.3908
H  -0.5315  3.1294  1.6819
H  -0.1888  1.5699  0.8564

These are the Mulliken partial charges, in e, on atoms 1 to 4:
1. C -1.251
2. C -0.604
3. C 0.871
4. C -0.238

=====

Entry from OMol25: one molecule with the formula C5H9NO2 at a distorted geometry (wB97M-V/def2-TZVPD).

- Kohn-Sham gap (alpha / beta) (eV) = 9.355 / 8.579
- E_LUMO (alpha / beta) (eV) = 0.90 / -1.37
- E_HOMO (alpha / beta) (eV) = -8.45 / -9.95
- multiplicity = 3

Element x y z (Å)
C  2.2640  1.7428  -0.3136
C  2.4733  0.4807  -0.0721
C  -0.6421  -1.7410  -0.4568
C  -0.5567  0.2867  1.0625
C  0.0307  -0.4119  -0.1222
N  3.7722  0.0165  -0.1715
O  4.0202  -1.0901  0.2662
O  1.3567  -0.7561  -0.0469
H  1.2953  2.1159  -0.4489
H  3.1594  2.3325  -0.4125
H  -1.6639  -1.5442  -0.6621
H  -0.2763  -2.2234  -1.3312
H  -0.5553  -2.5654  0.3348
H  0.2284  1.1401  1.0880
H  -0.5691  -0.4509  1.8756
H  -1.5386  0.8728  0.9927
H  0.0306  0.1411  -1.1285

These are the Mulliken partial charges, in e, on atoms 1 to 4:
1. C -0.865
2. C 0.630
3. C -1.565
4. C -0.891

=====

Entry from OMol25: a 3-piece molecular cluster, C2HN4O4 overall at a distorted geometry (wB97M-V/def2-TZVPD).

- net charge = +1
- Kohn-Sham gap (alpha / beta) (eV) = 9.091 / 9.092
- E_LUMO (alpha / beta) (eV) = -6.34 / -6.34
- E_HOMO (alpha / beta) (eV) = -15.44 / -15.44

Element x y z (Å)
C  -2.6370  0.6054  0.1738
C  -1.2679  -0.6462  0.4617
N  1.3697  2.1916  -0.2235
N  0.7966  3.1186  -0.0726
N  -0.2801  -1.2045  0.5008
N  2.2698  -1.5603  -0.4461
O  2.1026  -0.5403  -0.9431
O  -2.0430  1.5983  0.0817
O  0.6567  -1.8990  0.5148
O  2.8731  -2.4670  -0.1302
H  -3.8406  0.8034  0.0827

These are the Mulliken partial charges, in e, on atoms 1 to 4:
1. C 0.053
2. C 0.100
3. N 0.149
4. N -0.135

=====

Entry from OMol25: one molecule with the formula CH4N2 at a distorted geometry (wB97M-V/def2-TZVPD).

- Kohn-Sham gap (eV) = 10.573
- E_LUMO (eV) = 1.27
- E_HOMO (eV) = -9.31
- SMILES string = C1NN1

Element x y z (Å)
C  -0.4629  0.0826  -0.0764
N  0.7128  -0.7408  -0.1027
N  0.7770  0.6623  0.0813
H  -0.9123  0.3488  -1.0021
H  -1.2650  0.1398  0.5670
H  1.1164  -1.2642  0.9226
H  1.2015  1.0798  -0.8745

These are the Mulliken partial charges, in e, on atoms 1 to 4:
1. C -0.087
2. N -0.436
3. N -0.400
4. H 0.189

=====

Entry from OMol25: CHN4P3S as an isolated structure at a distorted geometry (wB97M-V/def2-TZVPD).

- Kohn-Sham gap (eV) = 7.999
- E_LUMO (eV) = -1.12
- E_HOMO (eV) = -9.12

Element x y z (Å)
C  0.2203  -1.7419  -0.8544
N  0.5216  -0.7083  -1.3343
N  -1.4185  0.6789  -0.7622
N  -0.7235  -0.1890  1.6503
N  0.9725  1.3499  0.2621
P  0.1624  0.9119  -1.2361
P  -1.9936  0.3008  0.6451
P  0.7042  0.4408  1.6239
S  -0.1190  -3.1451  -0.3162
H  1.6738  2.1020  0.3217

These are the Mulliken partial charges, in e, on atoms 1 to 4:
1. C 0.478
2. N -0.185
3. N -0.212
4. N -0.168

=====

Entry from OMol25: one molecule with the formula C7H9N5O4S (wB97M-V/def2-TZVPD).

- Kohn-Sham gap (eV) = 8.659
- E_LUMO (eV) = -1.22
- E_HOMO (eV) = -9.88
- SMILES string = O=C=Nc1nnc(CCCCS(=O)(=O)O)nn1

Element x y z (Å)
O  4.3228  -3.0412  -2.7579
C  4.1318  -1.9090  -2.5742
N  3.9101  -0.7155  -2.4600
C  3.1146  -0.2527  -1.3984
N  1.8114  -0.1303  -1.6299
N  1.0818  0.3396  -0.6555
C  1.6832  0.6714  0.4908
C  0.8181  1.1870  1.5942
C  -0.3189  0.2114  1.9435
C  -1.6416  0.4856  1.1959
C  -2.1043  -0.7136  0.3657
S  -3.2804  -0.3530  -0.9107
O  -4.5110  0.0685  -0.3031
O  -3.2518  -1.4108  -1.8650
O  -2.6378  0.9437  -1.5744
N  2.9949  0.5523  0.6981
N  3.7348  0.0835  -0.2744
H  0.3763  2.1216  1.2381
H  1.4515  1.3975  2.4527
H  -0.4876  0.2308  3.0201
H  0.0081  -0.8078  1.7162
H  -1.5124  1.3359  0.5303
H  -2.4258  0.7302  1.9126
H  -1.2797  -1.2352  -0.1200
H  -2.6685  -1.4200  0.9798
H  -3.3195  1.6300  -1.6147

These are the Mulliken partial charges, in e, on atoms 1 to 4:
1. O -0.388
2. C 0.693
3. N -0.402
4. C 0.592

=====

Entry from OMol25: one molecule with the formula C23H29FN2O4 (wB97M-V/def2-TZVPD).

- Kohn-Sham gap (eV) = 9.383
- E_LUMO (eV) = 0.49
- E_HOMO (eV) = -8.90
- SMILES string = CC1(C)CC(=O)C=C(C(=O)N2CCC[C@@H](CCC(=O)NCc3ccccc3F)C2)O1

Element x y z (Å)
C  -5.0183  -1.1028  -0.8880
H  -5.6988  -1.8114  -0.4255
H  -5.5290  -0.1531  -1.0229
H  -4.7246  -1.4766  -1.8653
C  -3.7845  -0.9077  -0.0104
C  -4.1707  -0.2925  1.3388
H  -3.2961  -0.1926  1.9788
H  -4.8928  -0.9286  1.8422
H  -4.6132  0.6895  1.1865
C  -3.0414  -2.2267  0.1978
C  -1.6760  -2.0094  0.8354
O  -1.2000  -2.7706  1.6487
C  -0.9999  -0.8411  0.3058
C  -1.6532  0.0481  -0.4685
O  -2.9602  0.0479  -0.7158
C  -0.8811  1.1166  -1.2187
O  -0.4219  0.8642  -2.3148
N  -0.7316  2.2946  -0.5887
C  -1.2020  2.5830  0.7452
H  -1.9315  1.8334  1.0513
C  -0.0251  2.6261  1.7217
H  0.4003  1.6261  1.8154
H  -0.3823  2.9302  2.7066
C  1.0312  3.6101  1.2214
H  1.8957  3.6014  1.8853
H  0.6117  4.6191  1.2468
C  1.4607  3.3027  -0.2185
C  0.2041  3.2732  -1.1032
H  0.4531  2.9884  -2.1265
H  -0.2798  4.2547  -1.1090
H  2.1101  4.1115  -0.5677
C  2.2107  1.9758  -0.3782
H  2.4691  1.8638  -1.4338
H  1.5450  1.1482  -0.1249
C  3.4989  1.8542  0.4415
C  4.1359  0.5224  0.0722
O  5.0207  0.4102  -0.7470
N  3.5842  -0.5338  0.7142
H  2.8287  -0.3812  1.3634
C  3.8213  -1.9056  0.3149
C  2.5925  -2.4858  -0.3400
C  2.0102  -3.6641  0.1080
C  0.8651  -4.1870  -0.4630
C  0.2715  -3.5086  -1.5122
C  0.8265  -2.3289  -1.9809
C  1.9773  -1.8287  -1.3997
H  2.4118  -0.9124  -1.7700
H  0.3624  -1.7853  -2.7889
H  -0.6235  -3.9072  -1.9661
H  0.4509  -5.1026  -0.0726
F  2.5852  -4.3330  1.1331
H  4.1088  -2.5020  1.1851
H  4.6547  -1.8776  -0.3938
H  3.2938  1.8896  1.5119
H  4.1868  2.6580  0.1798
H  -1.6974  3.5608  0.7255
H  0.0554  -0.7364  0.4923
H  -2.8628  -2.7092  -0.7677
H  -3.6368  -2.9013  0.8126

These are the Mulliken partial charges, in e, on atoms 1 to 4:
1. C -1.903
2. H 0.394
3. H 0.410
4. H 0.418

=====

Entry from OMol25: an isolated ion of composition C4H3N2O2S and charge -1 at a distorted geometry (wB97M-V/def2-TZVPD).

- net charge = -1
- Kohn-Sham gap (alpha / beta) (eV) = 5.236 / 7.087
- E_LUMO (alpha / beta) (eV) = 3.26 / 3.22
- E_HOMO (alpha / beta) (eV) = -1.98 / -3.87

Element x y z (Å)
C  -1.2396  -0.0571  -0.0878
C  -0.3786  -1.1837  -0.2942
C  -0.9365  2.2522  -0.7936
C  1.6096  -0.5795  0.9929
N  -0.6507  1.1519  -0.4265
N  1.0328  -1.1248  -0.0777
O  -2.3961  -0.1712  0.3762
O  -0.8363  -2.1533  -0.9396
S  -1.0013  3.8150  -0.8322
H  2.4548  0.0533  0.9282
H  0.7840  -0.0443  1.5443
H  1.5579  -1.9587  -0.3900

These are the Mulliken partial charges, in e, on atoms 1 to 4:
1. C 0.291
2. C 0.309
3. C 0.324
4. C -0.665

=====

Entry from OMol25: C27H24Cl2IN2O4PS3Sr as an isolated structure at a distorted geometry (wB97M-V/def2-TZVPD).

- net charge = +2
- Kohn-Sham gap (eV) = 5.705
- E_LUMO (eV) = -7.73
- E_HOMO (eV) = -13.44

Element x y z (Å)
C  2.7664  -2.7173  3.9100
C  2.7519  -3.2869  2.4890
Cl  2.6896  -5.0635  2.5190
C  1.6810  -2.7377  1.5398
Cl  0.0650  -2.6347  2.3126
C  2.0584  -1.3616  0.9981
C  1.8992  -0.3160  1.9030
C  2.1387  0.9777  1.5204
C  2.5329  1.2395  0.2333
C  2.7067  0.2516  -0.7174
C  3.0796  0.6770  -2.1192
C  1.9332  0.3982  -3.1218
C  0.9599  1.5636  -3.2591
S  -0.0509  1.8442  -1.7832
C  -1.5287  0.7762  -1.8595
S  -1.5063  -0.5921  -2.6718
N  -2.6679  1.2917  -1.1211
C  -3.8266  0.3912  -1.1978
C  -4.8555  0.7518  -2.0534
C  -5.9928  -0.0389  -2.1504
C  -6.1081  -1.1921  -1.3875
C  -5.0703  -1.5579  -0.5379
C  -3.9347  -0.7651  -0.4416
C  -2.3527  1.5080  0.3093
C  -3.1088  2.4890  0.9568
C  -2.9305  2.7468  2.3090
C  -1.9829  2.0084  3.0080
C  -1.2314  1.0370  2.3566
C  -1.3969  0.7767  1.0031
C  2.5059  -1.1052  -0.3231
P  2.7987  -2.5294  -1.4531
O  1.3532  -3.0123  -1.9360
O  3.4569  -2.0577  -2.8325
S  3.8438  -3.9120  -0.6458
C  2.6916  2.7143  0.1226
O  3.0440  3.3924  -0.7807
N  2.3074  3.2968  1.4161
I  0.6869  4.5293  1.0699
C  2.0018  2.2055  2.3152
O  1.7366  2.3172  3.4517
H  1.9085  -2.0954  4.1400
H  3.6559  -2.1186  4.0724
H  2.7754  -3.5236  4.6300
H  3.7010  -3.0468  2.0258
H  1.5503  -3.4374  0.7311
H  1.5720  -0.5099  2.9089
H  3.9693  0.1632  -2.4441
H  3.2862  1.7388  -2.1547
H  1.3817  -0.4941  -2.8621
H  2.3746  0.2476  -4.1035
H  0.3354  1.4913  -4.1431
H  1.5332  2.4833  -3.3712
H  -4.7557  1.6604  -2.6304
H  -6.7945  0.2630  -2.8037
H  -6.9985  -1.7944  -1.4509
H  -5.1546  -2.4477  0.0628
H  -3.1550  -1.0820  0.2354
H  -3.8755  3.0225  0.4024
H  -3.5185  3.4931  2.8144
H  -1.8571  2.1837  4.0640
H  -0.5281  0.4717  2.9462
H  -0.8151  0.0175  0.5028
H  1.2347  -2.8185  -2.8781
H  4.4187  -2.0972  -2.7262
Sr  -1.3888  3.9256  -1.3188

These are the Mulliken partial charges, in e, on atoms 1 to 4:
1. C -1.228
2. C 0.194
3. Cl -0.137
4. C -0.957

=====

no.,M (g mol⁻¹)
1,673.7
2,462.1
3,672.8
4,138.2
5,115.1
6,145.1
7,44.1
8,194.0
9,259.2
10,416.5
11,143.1
12,853.1